This record from the OMol25 dataset describes a cluster of 2 separate species, C5H13O5P2 in total. The level of theory is wB97M-V/def2-TZVPD.

Last column: Löwdin charge in e.
Geometry (Å):
C -1.57503 -2.38238 -1.46993  -0.10
C 0.74955 0.82209 -1.29110  -0.16
C 0.10046 3.47321 1.77888  -0.19
C -1.69980 -2.05431 0.01591  -0.35
C 1.45738 -0.81012 1.71103  -0.17
O 0.74602 -3.34469 1.29817  -0.52
O -1.62471 1.16893 1.67611  -0.32
O -0.30075 1.24295 -0.45852  -0.29
O 0.71191 2.21916 1.66395  -0.33
O -0.63823 -1.28441 0.48174  -0.51
P 0.94014 -2.10055 0.50098  0.55
P -0.27668 0.95569 1.13870  0.65
H -2.37618 -3.05140 -1.78145  0.06
H -1.60745 -1.47266 -2.06444  0.06
H -0.61230 -2.87104 -1.62524  0.04
H 1.62958 1.46209 -1.16941  0.08
H 0.38782 0.89150 -2.32053  0.08
H 1.02463 -0.21132 -1.06573  0.01
H 0.16507 4.03228 0.83672  0.08
H 0.61571 4.03374 2.56532  0.07
H -0.95549 3.36191 2.04457  0.07
H -1.72644 -2.99752 0.58582  0.10
H -2.61596 -1.48791 0.22098  0.11
H 1.26007 -1.06899 2.74474  0.01
H 2.39219 -0.28255 1.56084  -0.01

Cartesian forces (eV/Å) of the 2 atoms listed first:
C 0.072 0.065 0.316
C 0.272 -0.024 -0.161

**E**: -1257.29743 hartree
**Charge**: -1
**Multiplicity**: 1
**Orbital gap**: 7.1 eV
**ΔE to the lowest compared entry with this formula, charge and spin**: 2.1 kJ/mol